1.
{"formula": "C3H4N2O", "method": "ωB97M-V/def2-TZVPD", "de_lowest_kcal_mol": 60.97, "smiles": "Oc1ncc[nH]1", "charge": 0, "gap_ev": 8.57, "species": ["H", "N", "O", "C", "N", "H", "C", "H", "H", "C"], "positions_angstrom": [[-2.03102, -1.47451, 0.30595], [0.27901, -1.41579, -0.01799], [2.16471, -0.33041, -0.04748], [-1.04799, -1.01721, -0.02881], [0.08000, 0.74719, 0.14521], [2.63948, 0.60454, 0.31051], [0.86366, -0.25289, -0.03951], [0.34850, 1.70498, -0.41993], [-2.06782, 1.09598, -0.15562], [-1.22853, 0.33812, -0.05234]], "forces_ev_per_angstrom": [[1.8, -1.1, -1.1], [-2.2, 0.1, 0.0], [4.6, 5.0, 1.3], [-3.9, 0.0, 0.8], [0.1, 8.7, -3.5], [-2.1, -3.8, -1.5], [1.3, -4.7, 0.9], [-0.6, -2.9, 2.3], [1.2, -1.5, 0.5], [-0.2, 0.1, 0.4]]}

---

2.
{"formula": "AgH48O24", "method": "ωB97M-V/def2-TZVPD", "charge": 1, "gap_ev": 9.91, "species": ["H", "H", "H", "O", "O", "H", "H", "H", "O", "H", "H", "H", "O", "H", "H", "H", "O", "O", "H", "H", "H", "Ag", "H", "H", "H", "H", "H", "O", "H", "H", "O", "O", "O", "O", "O", "H", "H", "O", "H", "H", "H", "O", "O", "H", "H", "H", "H", "O", "H", "H", "H", "H", "H", "H", "O", "H", "H", "H", "H", "H", "O", "H", "H", "H", "H", "O", "H", "O", "H", "O", "O", "O", "O"], "positions_angstrom": [[8.23725, 12.39186, 7.18955], [10.63163, 7.37497, 10.56317], [5.68710, 5.43884, 7.18773], [9.08067, 13.58428, 10.16227], [7.50498, 6.72661, 10.04243], [6.90832, 6.21498, 6.77022], [10.07106, 13.61266, 10.21394], [12.79943, 9.15998, 10.57359], [6.10239, 11.96194, 12.37429], [5.34906, 11.62160, 12.90560], [11.93070, 13.65080, 8.90888], [5.35613, 9.03123, 9.90814], [8.88289, 9.41265, 7.49766], [6.94438, 6.81424, 10.83229], [12.30234, 8.11672, 8.56301], [10.06692, 6.70379, 9.25194], [12.91445, 8.88276, 8.48910], [6.22969, 7.96955, 11.94320], [9.00005, 11.75767, 15.29405], [11.50607, 10.48584, 12.51209], [6.97913, 6.36831, 9.30998], [8.43977, 9.06210, 10.00082], [13.74222, 8.64855, 8.05084], [8.24564, 8.13617, 6.07871], [8.78541, 12.77781, 10.58939], [8.01761, 16.31440, 8.16052], [9.35513, 7.33662, 12.82758], [8.52812, 10.98532, 11.19558], [8.65056, 15.20957, 8.94314], [5.32891, 7.58554, 11.91497], [10.51740, 7.51356, 9.57122], [5.65406, 9.47030, 9.14855], [9.22770, 13.88842, 6.00457], [8.19282, 11.98900, 8.08236], [6.28547, 9.68453, 14.01617], [11.27205, 12.27496, 8.59470], [10.56758, 11.71094, 6.50820], [5.81557, 12.18510, 9.70332], [8.76901, 6.82431, 5.50436], [6.46963, 12.37883, 9.01691], [9.26179, 14.33460, 5.14228], [11.03090, 11.13778, 7.19342], [8.04633, 14.07638, 13.44846], [10.75044, 13.65943, 14.80578], [9.30288, 10.30308, 14.90639], [7.32306, 13.45010, 13.26336], [9.25391, 10.96247, 11.85357], [8.62984, 10.88503, 15.14114], [10.66022, 11.42686, 13.37858], [8.52665, 10.33895, 7.50112], [7.70154, 11.01357, 11.71062], [6.96961, 10.25742, 14.44275], [5.87177, 9.26592, 14.76951], [9.79067, 9.71830, 7.72995], [9.61001, 7.87434, 12.09040], [9.12097, 14.64729, 6.61790], [13.57945, 8.87895, 11.93188], [6.28018, 8.68153, 12.67554], [10.14955, 8.56878, 12.57686], [9.45845, 13.35748, 13.97690], [6.52091, 5.74899, 7.57791], [5.73366, 11.20149, 9.63292], [8.23736, 14.48815, 12.58986], [8.68414, 12.68555, 8.61094], [11.93318, 10.91687, 6.93753], [7.96038, 7.29774, 5.71380], [5.78057, 12.23353, 11.44048], [8.76353, 15.75444, 8.17150], [5.09078, 9.08548, 8.45703], [10.71545, 10.51839, 13.00837], [11.67837, 12.77950, 9.31846], [10.30747, 12.93061, 14.29971], [12.73915, 9.20064, 11.54082]], "forces_ev_per_angstrom": [[-0.2, -0.1, 0.3], [-0.4, 0.2, -1.5], [0.2, -0.1, 0.6], [0.8, 1.2, -0.3], [0.3, 0.0, 0.0], [0.0, -0.3, 1.4], [-0.9, -0.5, -0.1], [0.4, 0.0, 0.0], [-0.8, 0.3, -0.8], [0.8, 0.3, -0.7], [-0.2, -1.4, 0.5], [-0.4, -1.1, 2.2], [0.4, 1.3, 0.5], [0.4, 0.1, -0.3], [0.6, 0.4, -0.2], [0.2, 0.6, 0.4], [-0.4, 0.0, 0.2], [-0.9, 0.8, 0.8], [0.5, 0.0, -0.1], [1.8, -0.4, -1.1], [0.0, 0.0, -0.2], [-0.1, -0.7, -0.5], [-0.4, -0.4, 0.1], [0.2, 0.5, 0.5], [0.0, -0.7, 0.4], [-1.3, 1.1, -0.1], [-0.6, -0.9, 0.4], [0.1, 0.4, 0.3], [0.0, -0.6, 0.8], [0.7, 0.6, 0.5], [0.3, -0.7, 0.8], [0.1, 0.6, -1.9], [0.0, 0.6, -0.1], [0.5, 1.5, -0.5], [0.4, 0.6, 0.5], [0.1, -0.2, -0.1], [1.3, -1.0, 1.0], [-0.2, -0.7, 0.1], [0.1, 0.0, -0.1], [0.2, 0.1, 0.1], [0.0, -0.5, 0.2], [-1.1, 1.0, -0.8], [-0.1, 0.0, -0.4], [-0.4, -1.1, -0.7], [2.1, -1.3, -0.6], [0.0, 0.0, -0.1], [0.0, -0.4, 0.0], [-2.8, 1.0, 0.7], [0.2, -0.3, 0.2], [-0.4, -0.9, 0.1], [-0.2, 0.3, 0.1], [0.0, -0.3, -0.5], [-0.3, -0.3, 0.3], [-0.1, -0.8, -0.5], [1.4, 1.7, 0.9], [0.0, -0.3, 0.1], [-0.8, 0.3, -0.7], [-0.3, -1.2, -0.9], [-0.7, -0.6, -1.0], [0.5, -0.2, 0.1], [-0.2, 0.5, -1.8], [-0.1, 0.8, -0.2], [-0.1, -0.1, 0.2], [-0.5, -0.9, -0.1], [-0.1, 0.1, -0.3], [-0.3, -0.6, -0.3], [0.5, -0.4, 1.4], [1.3, -0.6, -0.7], [0.4, 0.3, -0.1], [-1.9, 0.6, 0.9], [0.3, 1.8, -0.2], [-0.1, 1.5, 0.6], [0.4, -0.2, 0.6]]}

---

3.
{"formula": "ClH2N3", "method": "ωB97M-V/def2-TZVPD", "de_lowest_kcal_mol": 21.66, "smiles": "N/N=N/Cl", "charge": 0, "gap_ev": 9.46, "species": ["H", "H", "N", "N", "N", "Cl"], "positions_angstrom": [[0.33478, -0.76632, -0.15942], [-0.13599, 0.89950, -0.01579], [-2.43675, 0.50172, -0.18428], [-1.58902, -0.57021, -0.00620], [-0.36855, -0.11084, 0.03291], [-3.96233, -0.07698, 0.05593]], "forces_ev_per_angstrom": [[0.9, -0.9, -0.1], [-0.6, -1.0, -0.1], [4.3, -4.1, 0.9], [-3.1, 5.0, -0.9], [0.5, 1.3, 0.2], [-2.0, -0.3, 0.0]]}

---

4.
{"formula": "C17H21BMoN6", "method": "ωB97M-V/def2-TZVPD", "spin_multiplicity": 3, "charge": 2, "s_squared": 2.02, "gap_ev": [5.38, 6.16], "species": ["H", "H", "C", "H", "H", "C", "C", "H", "H", "C", "C", "H", "H", "H", "C", "H", "C", "H", "N", "C", "N", "C", "H", "N", "H", "C", "C", "C", "H", "N", "H", "N", "Mo", "H", "H", "H", "B", "H", "C", "H", "C", "C", "C", "N", "C", "H"], "positions_angstrom": [[3.13327, -3.14086, -2.80614], [-3.52670, -0.79626, -0.36482], [-3.09962, -0.57212, -1.32935], [-0.43124, -2.07296, 0.85965], [-1.08286, 1.49586, 5.49816], [1.23994, -0.94302, 5.11993], [1.71079, -1.58400, -3.45266], [2.14429, -2.53156, -0.33307], [-1.39796, -0.42647, 1.11288], [1.89325, -2.11558, -1.29002], [-2.71146, -0.26565, -3.50177], [0.06166, -0.26449, 6.82342], [2.20152, -0.26261, 1.33219], [2.33736, -1.36439, 3.31366], [0.73476, 3.69983, -1.88136], [-2.78718, -0.18143, -4.57612], [-1.31234, -1.52471, 1.26681], [-2.18399, -1.93656, 0.76772], [-1.55913, -0.07990, -2.81895], [-0.05783, 1.03162, 3.63077], [-1.79235, -0.26310, -1.46653], [1.33766, 0.40486, 1.53182], [1.03218, 4.73482, -1.91334], [0.86904, -0.79710, -2.77767], [1.78942, -1.52909, -4.53046], [2.38126, -2.42477, -2.55914], [-0.38725, 0.81549, 4.99270], [0.92643, 0.24053, 2.99619], [1.80326, -1.65180, 5.72760], [0.18883, 1.66294, -1.13521], [-0.56223, 1.82999, 3.07106], [0.23689, 1.62423, -2.53858], [0.05698, 0.01008, -0.03142], [-1.25271, -1.64575, 2.35233], [0.62721, 3.03824, -4.04031], [1.68396, 1.45149, 1.34183], [-0.12053, 0.29279, -3.27633], [-4.74412, -0.77348, -2.79672], [0.25602, -0.17411, 5.74409], [0.53405, 3.17103, 0.32399], [-3.71190, -0.57275, -2.58208], [1.57081, -0.74064, 3.77205], [0.55925, 2.84631, -2.97997], [0.97311, -1.09925, -1.41177], [0.49033, 2.94552, -0.74035], [-0.05213, 0.43876, -4.44471]], "forces_ev_per_angstrom": [[0.2, -0.3, 0.0], [-0.1, 0.2, -0.1], [0.7, 0.2, -0.9], [-0.1, 0.5, 0.0], [0.2, -0.4, -0.4], [0.2, 0.1, 0.0], [-0.4, 0.2, 0.7], [0.1, 0.0, 0.2], [-0.7, -0.1, 0.6], [-0.1, 0.6, -1.6], [0.0, -0.1, 1.0], [0.0, -0.1, -0.7], [-0.2, 0.2, 0.0], [0.0, 0.2, 0.2], [0.0, 0.0, 0.6], [0.2, 0.1, 0.1], [0.1, -0.7, 0.3], [0.0, -0.2, 0.4], [0.0, -0.1, 0.7], [0.0, -0.3, 0.3], [-0.1, -0.2, 0.0], [0.1, 0.2, 1.6], [-0.1, 0.0, 0.0], [0.3, -0.5, 0.9], [0.0, 0.1, 0.1], [-0.4, 0.3, 0.9], [0.2, 0.4, -0.5], [-0.1, -0.2, 0.4], [-0.2, 0.0, -0.3], [0.6, 0.7, -1.1], [0.2, -0.2, 0.3], [0.1, 0.5, 1.2], [0.2, 0.1, -2.5], [-0.3, 0.1, -0.2], [0.1, 0.0, 0.1], [-0.2, -0.5, 0.0], [-0.7, 0.2, 0.3], [-0.1, 0.0, 0.0], [0.2, 0.5, -0.3], [0.0, 0.2, -0.5], [0.3, 0.0, 0.0], [-0.4, -0.1, 0.2], [-0.3, -0.7, 0.8], [0.5, -0.2, -1.1], [0.1, -0.5, -1.1], [0.1, 0.0, -0.2]]}